# 1
Computed, not measured: a single C6H8FO2P molecule in a non-equilibrium geometry, with ωB97M-V/def2-TZVPD.

LUMO level (alpha / beta), eV: -0.8 / -0.8
F_max, eV/Å: 4.5
ΔE to the lowest compared entry with this formula, charge and spin, kJ/mol: 270.2

Last column: natural (NBO) charge in e.
Element x y z (Å)
P  0.78189  1.55787  -0.14059  1.419
F  -0.82708  -0.58574  -2.77343  -0.285
O  1.04486  0.48203  1.06259  -0.822
O  1.04179  0.79050  -1.44884  -0.945
C  1.10042  0.77198  2.36712  -0.234
C  -1.09525  1.33748  -0.28660  -0.734
C  0.34975  -1.85191  -1.42470  -0.126
C  -1.24700  -0.17941  -0.40489  -0.519
C  1.10207  -2.78571  -1.66127  -0.088
C  -0.40637  -0.69696  -1.53230  0.615
H  -1.53934  1.74738  -1.28464  0.233
H  1.49583  -3.74761  -1.37096  0.245
H  0.07328  0.81281  2.82890  0.147
H  -1.79118  1.68490  0.48378  0.225
H  -0.81102  -0.66988  0.45224  0.247
H  1.67254  -0.02492  2.93083  0.185
H  -2.34188  -0.35461  -0.42923  0.264
H  1.39671  1.71181  2.63199  0.174

Forces on the atoms, in the same order (eV/Å):
-1.053 1.714 0.103
-0.580 0.857 -0.469
0.321 -1.181 -2.561
-0.970 -2.464 -0.560
-1.906 -2.413 3.303
-1.026 0.531 -1.326
2.407 -2.036 -0.571
0.102 -0.096 -0.272
-1.389 0.287 1.712
-0.082 2.007 0.274
1.213 -0.216 1.644
0.297 0.361 -0.684
0.401 -0.610 -0.303
0.438 0.174 0.198
-0.225 -0.095 0.508
-0.457 0.981 -0.654
0.724 -0.513 -0.610
1.785 2.713 0.268

***

# 2
Computed, not measured: a 9-piece molecular cluster, C33H72F30N5OP6 overall in a non-equilibrium geometry, with ωB97M-V/def2-TZVPD.

LUMO level, eV: 0.6
F_max, eV/Å: 5.2
Net charge: -1
ΔE to the lowest compared entry with this formula, charge and spin, kJ/mol: 0.0

Last column: Löwdin charge in e.
Element x y z (Å)
P  -1.59824  -3.33431  -4.19397  0.174
P  -1.21080  1.24620  3.13993  0.239
P  3.30083  2.81387  1.46275  1.024
P  1.63383  -7.06479  -0.91201  0.141
P  -5.00375  1.17525  -3.10592  0.179
P  -5.09851  -4.58858  1.47315  0.226
F  -3.65143  -4.86951  2.15264  -0.176
F  -6.38118  0.39847  -3.49814  -0.179
F  -4.41536  -0.16339  -2.40099  -0.149
F  -0.43316  -3.43043  -5.36112  -0.218
F  -4.51788  -4.78597  -0.02015  -0.153
F  2.50839  -8.38994  -0.65277  -0.157
F  -0.27971  2.53406  3.12233  -0.146
F  -4.63303  -2.97365  1.38265  -0.219
F  -3.67906  2.06559  -2.73698  -0.186
F  0.25999  -7.87991  -0.85279  -0.143
F  -2.10598  1.72400  1.85153  -0.166
F  -5.62862  -4.31967  2.96631  -0.172
F  -2.84881  -3.06636  -3.20754  -0.136
F  -5.41624  -6.24725  1.42469  -0.213
F  -1.56961  -4.92034  -3.91115  -0.145
F  -6.62327  -4.44642  0.96738  -0.169
F  1.39246  -6.82312  0.69333  -0.200
F  -1.87144  -1.85468  -4.77356  -0.174
F  2.93391  -6.13171  -0.85530  -0.188
F  -0.26508  0.68941  4.36293  -0.180
F  -4.45310  0.80646  -4.59188  -0.168
F  1.84864  -7.15500  -2.53336  -0.181
F  -0.48313  -2.90430  -3.11976  -0.153
F  -2.14566  -0.11033  3.07257  -0.184
F  0.88915  -5.64389  -1.23856  -0.203
F  -2.27686  1.77475  4.25928  -0.163
F  -0.12228  0.57926  2.07909  -0.203
F  -5.73111  1.59756  -1.69447  -0.207
F  -2.51641  -3.90352  -5.42808  -0.209
F  -5.57663  2.54059  -3.74745  -0.185
O  -1.90206  0.30312  -1.04663  -0.086
N  -6.96283  -0.60917  1.46146  -0.073
N  0.55483  0.58719  -4.96900  -0.028
N  -0.84439  -2.98782  0.60731  -0.279
N  -6.10728  0.21779  3.31159  -0.046
N  2.10837  -0.13164  -6.35321  -0.079
C  -0.75939  -1.65026  -0.14529  -0.075
C  -5.25330  0.89737  4.27152  -0.162
C  3.64117  -0.36687  4.13925  -0.252
C  -7.12248  -0.86740  -0.01284  0.061
C  3.18791  -0.51375  -1.07332  -0.252
C  -1.49915  -2.87935  1.97265  0.000
C  1.57668  5.07651  1.89839  -0.238
C  1.94448  3.91600  0.98993  -0.247
C  2.42812  -1.72293  -8.16711  -0.042
C  6.52351  5.27620  0.33072  -0.271
C  4.82026  3.84183  1.56140  -0.260
C  1.99553  1.20642  -6.58997  -0.029
C  -2.11039  -0.94005  -0.36662  -0.199
C  3.15164  -1.47136  3.14403  -0.072
C  0.60462  -3.44759  0.90178  0.017
C  2.90989  1.87472  3.00468  -0.220
C  3.88623  -1.73735  -0.43803  -0.077
C  1.76309  7.60762  2.62071  -0.095
C  -5.92084  0.09386  1.96586  0.034
C  1.29552  -0.49954  -5.32692  0.056
C  6.68371  6.09594  1.55702  -0.131
C  -0.45019  0.64528  -3.87415  0.023
C  3.64308  1.65919  0.12331  -0.271
C  1.08886  1.67411  -5.67800  -0.008
C  2.62606  0.49471  -0.05873  -0.212
C  -1.64786  -3.99165  -0.25370  0.039
C  5.16307  4.56709  0.22925  -0.221
C  -7.31554  -0.39653  3.58311  -0.010
C  -7.84325  -0.92484  2.41918  -0.012
C  -4.73781  -0.08262  5.33990  -0.060
C  2.21941  6.45864  1.70146  -0.271
C  3.10873  -0.93353  -7.01048  -0.170
C  4.07949  0.97767  3.54821  -0.226
H  -8.14882  -1.10505  -0.28553  0.102
H  -5.46485  -0.26951  6.13114  0.067
H  6.51141  5.61333  2.51937  0.070
H  3.96374  -1.39525  2.41893  0.055
H  0.53427  5.35057  1.72003  0.119
H  -5.03354  0.42054  1.44546  0.167
H  3.67803  -1.54897  -6.31411  0.129
H  3.70931  2.31716  -0.74410  0.088
H  -4.47811  -1.06186  4.93806  0.087
H  -5.79037  1.71191  4.75744  0.126
H  4.64450  1.25637  0.28439  0.102
H  1.56916  -2.31242  -7.84793  0.085
H  4.84286  -1.47648  0.01554  0.069
H  1.22152  -1.45200  -4.82145  0.162
H  0.69856  7.58141  2.85838  0.074
H  -3.85855  0.31368  5.84736  0.072
H  2.85953  -0.19932  4.88277  0.107
H  1.51088  4.89797  2.97282  0.115
H  -0.31316  -1.92755  -1.10002  0.109
H  3.15894  -2.32769  -8.70301  0.076
H  -2.53136  -2.53786  1.98654  0.079
H  0.53787  -4.45830  1.30427  0.098
H  -0.09556  -1.05509  0.48081  0.098
H  -8.75916  -1.45126  2.20373  0.138
H  4.55280  4.48760  2.39910  0.082
H  2.57896  2.62509  3.72433  0.095
H  5.90181  6.85811  1.59663  0.076
H  -4.47220  1.35257  3.66330  0.100
H  2.14686  -1.19190  2.83079  0.054
H  1.20565  -3.52771  -0.00304  0.092
H  2.36696  0.01712  0.88502  0.081
H  3.87328  -0.26003  -7.39787  0.115
H  -1.81730  -4.86523  0.37395  0.105
H  -2.52146  -0.61640  0.59079  0.096
H  7.64225  6.61380  1.53445  0.081
H  2.03742  -0.99525  -8.87963  0.074
H  2.02807  8.55820  2.15993  0.072
H  -2.85898  -1.46863  -0.95666  0.107
H  -2.59775  0.91500  -0.79500  0.064
H  -1.33490  1.22308  -4.13755  0.106
H  -0.92120  -2.14804  2.53840  0.082
H  4.37469  5.27389  -0.03183  0.100
H  3.11643  -2.14569  0.21497  0.051
H  1.11081  3.21394  0.91663  0.098
H  4.77187  0.73616  2.73966  0.093
H  1.77073  0.89678  -0.60229  0.107
H  2.20230  7.55347  3.61755  0.071
H  2.18711  6.76689  0.65563  0.108
H  3.23492  -2.50078  3.48980  0.085
H  2.59641  1.68968  -7.34362  0.132
H  -1.12243  -4.35382  -1.13636  0.082
H  -7.64013  -0.43332  4.61132  0.126
H  -0.07027  1.08376  -2.95050  0.082
H  -2.56780  -3.48099  -0.52824  0.077
H  7.29703  4.50584  0.32866  0.111
H  2.01201  1.27613  2.86053  0.062
H  4.50341  -0.63742  4.75061  0.103
H  1.06977  -2.81089  1.65308  0.070
H  3.28398  6.31390  1.90226  0.072
H  5.25741  3.87108  -0.60456  0.099
H  4.18246  -2.43486  -1.22169  0.081
H  5.64119  3.20222  1.88792  0.103
H  -0.72366  -0.35753  -3.55230  0.070
H  -1.27325  -3.87077  2.36136  0.103
H  2.35258  -0.78531  -1.71933  0.097
H  3.91029  -0.01571  -1.72325  0.098
H  -6.85432  0.07876  -0.48163  0.074
H  2.13556  4.18448  -0.05023  0.104
H  -6.41522  -1.65543  -0.26734  0.099
H  4.58395  1.47487  4.37624  0.107
H  0.77551  2.70493  -5.62208  0.128
H  6.76096  5.93862  -0.50212  0.114

Forces on the atoms, in the same order (eV/Å):
-2.471 -2.112 -4.082
-0.673 -2.427 -0.243
0.388 -0.421 0.311
-0.286 1.283 -0.477
-1.308 0.347 -1.237
0.557 -2.242 -0.291
0.185 -0.367 -0.459
0.183 -0.110 0.298
0.083 0.803 -0.443
1.805 0.067 0.870
-0.221 0.659 0.262
-0.182 0.167 -0.049
-0.556 1.455 0.006
-1.213 -0.415 -0.299
0.299 -1.004 0.374
0.082 -0.151 -1.127
0.558 0.948 0.935
-0.462 -0.161 0.240
0.900 -0.567 0.368
0.514 1.339 1.168
1.675 0.473 2.357
0.311 1.496 -0.488
0.592 0.186 0.175
0.677 1.263 0.609
1.792 -0.116 0.653
-0.615 -0.352 -0.391
0.823 -0.304 0.953
-0.339 -1.193 0.562
-0.205 0.124 0.172
1.070 -0.056 0.421
-1.528 0.114 0.413
0.781 0.933 -0.867
-0.296 -0.237 0.163
0.576 -0.047 0.457
-1.927 1.135 -0.456
-0.646 0.454 -0.122
1.373 -0.168 -0.305
1.289 0.928 -1.695
1.922 0.141 -0.240
0.302 0.376 -0.676
-1.650 -0.806 -2.196
-0.116 -0.480 1.791
-0.447 -0.744 0.255
0.622 -0.306 0.263
-0.801 -0.450 0.904
0.782 0.544 0.623
0.697 -0.230 0.112
1.337 0.179 -0.286
-1.649 1.933 0.321
-0.006 -0.817 0.109
0.503 0.622 0.182
0.135 -0.781 0.034
-0.805 -0.541 -0.078
-0.792 0.130 1.241
-0.349 1.074 0.403
1.798 1.464 0.752
-1.108 -0.590 -0.416
0.685 0.302 -0.002
-0.674 0.670 -1.094
-0.340 -0.658 0.144
-0.689 -0.750 1.209
-0.845 1.641 -0.565
-0.511 1.299 0.999
0.029 -0.170 0.764
-0.606 -0.383 0.407
-0.486 -0.193 -0.884
0.762 0.797 -1.276
0.501 -0.005 0.666
0.296 0.197 0.274
-0.147 -0.324 0.353
0.410 0.675 1.864
0.150 0.017 0.105
1.621 -0.436 0.193
0.047 -1.206 -1.194
-0.966 -0.023 -0.382
0.095 -0.174 0.430
-0.281 0.135 -0.138
0.580 -0.494 -0.119
-0.700 -0.245 -0.989
-0.352 -0.702 -0.303
-0.189 0.016 -0.177
-0.552 -0.253 0.206
-0.095 -0.306 -0.325
0.097 0.154 -0.290
-0.242 -0.034 -0.200
0.122 0.021 0.151
0.261 -0.175 0.275
-0.296 0.158 0.632
-0.139 -0.290 -0.406
-0.211 0.092 -0.528
0.045 0.134 -0.240
-0.133 0.203 0.035
0.546 -0.708 0.017
0.089 0.247 -0.006
-0.089 -0.160 0.151
0.026 -0.634 -0.453
-0.018 -0.032 -0.085
-0.099 0.329 -0.281
0.168 -0.014 0.156
0.438 0.492 -0.120
0.165 0.029 0.202
0.037 0.365 -0.287
0.253 -0.182 0.341
0.148 -0.316 -0.478
-0.318 0.159 -0.139
-0.221 0.141 -0.095
-0.223 0.161 -0.181
-0.287 0.180 0.022
-0.106 -0.768 0.329
0.001 -0.060 0.320
0.014 0.064 -0.049
-0.113 0.029 0.164
0.256 -0.571 0.199
-0.130 -0.051 -0.177
0.036 -0.295 -0.421
0.067 0.032 -0.056
-0.041 0.066 0.092
0.708 -0.560 0.311
-0.298 0.014 0.166
0.326 0.253 0.019
-0.484 0.178 0.833
0.421 -0.053 -0.126
-0.326 -0.055 -0.082
-0.427 0.193 0.468
-0.167 0.056 0.126
0.390 0.527 0.106
-0.233 -0.092 -0.197
0.549 0.329 -0.300
0.036 -0.339 0.158
0.076 -0.125 -0.110
-0.159 -0.013 -0.532
0.060 -0.682 -0.222
-0.296 0.271 -0.154
0.317 0.295 -0.109
-0.270 -0.224 0.125
-0.415 -0.283 0.078
0.058 -0.036 0.019
-0.212 -0.057 -0.635
-0.889 0.117 0.461
0.101 -0.538 0.037
-0.037 0.232 -0.148
0.092 -0.260 -0.349
0.100 0.407 0.020
-0.218 -0.018 -0.205
0.242 0.354 -0.391
-0.433 -0.268 0.395
-0.421 -0.262 -0.361